1.
The following is a DFT calculation (ωB97M-V/def2-TZVPD) of 2 unconnected molecules or ions with the total composition C28H57ClN3O5S at a distorted geometry.

XYZ file:
```
95
Properties=species:S:1:pos:R:3:forces:R:3
C -3.8717 -3.5087 0.9943 0.29 -1.26 -0.22
C -3.6323 -4.1826 -0.3789 0.14 1.13 0.21
C -4.2829 -3.4473 -1.5795 0.92 -0.34 0.17
C -3.2421 -3.3266 -2.7177 -1.09 0.06 -0.53
C -2.5449 -1.9568 -2.8316 0.36 -0.80 0.40
C -2.0952 -1.3072 -1.5123 0.60 0.43 -0.45
C -0.6739 -1.7503 -1.0510 -1.14 0.24 -0.20
C 0.1648 -0.5149 -0.7073 0.40 -1.14 0.69
C 1.6482 -0.8245 -0.3060 -1.06 0.12 0.17
N 2.3927 0.4516 -0.2565 -0.18 -0.55 -0.82
C 2.7514 0.9985 -1.5699 0.56 1.47 0.52
C 3.3488 2.4212 -1.3311 -0.57 -0.70 -0.25
C 2.3228 3.5451 -1.5096 0.81 0.28 0.68
C 1.4071 3.7221 -0.2754 0.00 0.42 -0.83
C 2.2556 -1.7952 -1.3322 -0.08 0.31 0.36
C 2.1278 -3.2668 -0.9646 0.45 -0.25 -0.52
C 2.4575 -4.1940 -2.1410 0.91 -0.01 1.05
Cl 2.6244 -5.8632 -1.4604 -0.54 0.07 -0.29
C 3.7698 -3.8698 -2.8772 -0.59 0.15 -1.41
C 3.5364 -3.7815 -4.4202 0.26 -0.32 0.45
O 3.1113 -3.5036 0.0815 -0.67 1.33 0.37
S 2.4908 -2.9471 1.4514 -0.37 -1.79 1.68
O 3.5414 -2.7938 2.3906 1.49 1.06 -0.42
O 1.5292 -3.8956 1.9128 -1.27 -0.35 -0.62
C 1.5548 -1.4140 1.1632 0.66 0.97 -0.74
C 1.9931 -0.4225 2.2538 0.58 -0.62 0.61
C 1.5760 -0.8219 3.6773 -0.49 0.17 -0.09
C 0.0639 -0.7259 3.9618 0.13 0.16 0.65
C -0.5983 0.5157 3.3692 0.62 -0.49 -0.23
N -1.9137 0.8643 3.9532 0.03 0.13 -0.58
C -2.8890 -0.0601 3.4207 0.99 -0.62 1.88
C -3.1927 -1.2349 4.3250 0.49 0.64 -0.07
O -3.3845 0.0990 2.3581 -1.00 0.44 -1.65
H -2.9578 -3.6507 1.5749 -0.07 0.17 0.23
H -4.6514 -4.0616 1.5183 -0.23 0.47 0.16
H -4.0812 -2.4467 0.9220 -0.18 0.07 0.03
H -3.9057 -5.2347 -0.3637 -0.17 -0.05 0.05
H -2.5511 -4.1783 -0.5259 0.05 -0.01 -0.17
H -4.5886 -2.4374 -1.3016 -0.17 -0.06 0.15
H -5.1750 -3.9859 -1.8929 -0.02 0.04 -0.18
H -2.5386 -4.1549 -2.6499 0.20 0.06 0.10
H -3.7725 -3.4826 -3.6621 0.16 -0.03 -0.10
H -1.6332 -2.1339 -3.4111 -0.04 0.21 -0.20
H -3.1560 -1.2908 -3.4389 -0.19 0.14 0.25
H -2.8080 -1.4045 -0.6972 -0.14 -0.11 -0.04
H -2.0195 -0.2347 -1.7160 -0.16 0.06 0.09
H -0.2511 -2.3412 -1.8650 0.23 0.09 0.04
H -0.7969 -2.4228 -0.1986 0.27 0.00 0.08
H -0.2813 -0.0766 0.1923 -0.18 0.37 -0.22
H 0.1028 0.1985 -1.5291 0.19 0.03 -0.05
H 1.7256 1.1190 0.1215 0.23 0.04 0.23
H 3.5423 0.4354 -2.0508 -0.21 -0.49 -0.02
H 1.9004 1.1450 -2.2489 0.04 -0.45 -0.14
H 3.7197 2.4238 -0.3048 0.19 0.13 -0.04
H 4.2043 2.5477 -1.9927 -0.04 0.18 -0.09
H 1.7788 3.4307 -2.4480 -0.18 -0.07 0.09
H 2.8940 4.4728 -1.6054 -0.01 0.03 -0.12
H 1.1997 4.7882 -0.1581 0.11 -0.48 0.13
H 1.9023 3.3806 0.6310 -0.06 -0.17 0.06
H 0.4404 3.2367 -0.4211 0.03 -0.19 0.27
H 3.3211 -1.5911 -1.3888 0.08 -0.02 -0.14
H 1.7920 -1.5823 -2.2963 0.17 -0.09 -0.16
H 1.1511 -3.5520 -0.5713 -0.01 0.04 -0.05
H 1.5979 -4.1835 -2.8043 -0.01 -0.12 -0.11
H 4.4900 -4.6609 -2.7175 0.06 0.01 0.36
H 4.2192 -2.9284 -2.5738 -0.04 -0.09 0.37
H 4.2349 -4.4571 -4.9101 0.03 0.17 -0.24
H 3.6828 -2.7737 -4.7998 0.02 0.04 -0.07
H 2.5384 -4.1118 -4.7024 -0.07 0.01 0.00
H 0.5164 -1.6695 1.3524 0.04 -0.57 -0.05
H 1.6531 0.5976 2.0871 -0.16 -0.10 -0.36
H 3.0804 -0.3936 2.2284 0.04 0.22 -0.03
H 1.8918 -1.8298 3.9324 0.17 -0.04 -0.11
H 2.1028 -0.1587 4.3671 0.00 0.07 -0.03
H -0.0463 -0.6494 5.0470 -0.05 -0.11 0.04
H -0.4263 -1.6630 3.6892 -0.14 0.12 -0.28
H 0.0954 1.3504 3.4931 -0.19 0.16 0.28
H -0.6681 0.3684 2.2814 -0.25 0.15 0.00
H -2.1538 1.7572 3.5250 -0.05 -0.04 0.05
H -4.1268 -0.9922 4.8330 -0.13 -0.29 -0.08
H -2.4193 -1.3074 5.0842 -0.03 -0.14 0.04
H -3.2457 -2.1380 3.7291 -0.33 -0.16 0.05
C -0.3609 7.2565 1.7863 -0.61 0.37 -0.01
C -0.5700 7.1011 0.3203 0.82 -1.20 0.06
O -0.3212 6.1481 -0.3399 -0.63 0.44 0.02
N -1.0607 8.2818 -0.4717 -0.32 0.35 0.18
C -2.5574 8.4342 -0.4131 -0.07 0.15 -0.04
H -0.4165 6.2780 2.2548 0.13 -0.04 -0.08
H 0.6227 7.6971 1.9636 0.01 0.00 -0.01
H -1.1258 7.8992 2.2262 0.13 0.07 0.08
H -0.6108 9.1364 -0.1362 0.02 0.09 -0.24
H -0.7779 8.0625 -1.4304 0.10 0.26 -0.04
H -2.8296 9.2840 -1.0329 -0.04 -0.02 0.01
H -2.8515 8.6154 0.6168 0.00 -0.03 -0.01
H -3.0103 7.5247 -0.7975 0.04 -0.02 0.04
```
Forces are in eV/Å.

- Largest force on an atom: 2.5 eV/Å
- HOMO level: -0.3995 Eh
- HOMO-LUMO gap: 6.71 eV
- Total charge: +1

2.
The following is a DFT calculation (ωB97M-V/def2-TZVPD) of 11 unconnected molecules or ions with the total composition C28H57N11O6 at a distorted geometry.

XYZ file:
```
102
Properties=species:S:1:pos:R:3:forces:R:3
C -4.6281 -0.5189 -0.5169 -0.58 0.54 0.60
N -5.0174 0.6583 0.2794 0.29 -1.61 -0.54
C -6.4227 0.8869 0.4686 -0.88 -0.18 1.37
C -4.0638 1.5756 0.4775 -0.68 0.64 1.17
O -4.1964 2.6236 1.0757 -0.61 0.97 0.32
H -5.0466 -0.4006 -1.5045 -0.15 -0.35 -0.48
H -4.9631 -1.4527 -0.0504 -0.08 0.23 -0.12
H -3.5568 -0.5348 -0.5726 0.49 -0.14 -0.11
H -7.0135 -0.0426 0.7152 1.00 0.65 -0.35
H -6.6105 1.5756 1.3168 0.33 -0.20 -0.60
H -6.8422 1.3052 -0.4284 -0.42 0.31 -0.46
H -3.0921 1.3043 0.1751 1.22 -0.82 -0.76
C 0.4315 -3.0435 3.6884 -0.20 0.17 0.07
N 1.7851 -2.5016 3.6204 -0.31 -0.11 -0.08
C 1.9689 -1.0814 3.8626 0.54 -0.25 0.27
C 2.8767 -3.3148 3.5009 -2.45 -0.51 0.33
O 4.0110 -2.9544 3.3621 1.29 0.17 -0.09
H -0.2448 -2.5450 2.9717 0.34 0.12 0.39
H 0.0314 -2.9615 4.7102 -0.03 0.15 -0.32
H 0.3929 -4.0906 3.4025 0.36 -0.19 0.03
H 1.5434 -0.4362 3.1148 -0.15 0.05 -0.32
H 1.5605 -0.7482 4.8143 -0.18 -0.29 0.21
H 3.0440 -0.9669 3.8910 0.24 0.43 -0.02
H 2.5221 -4.3801 3.5798 0.60 0.36 -0.29
C -1.2366 3.4216 -1.6676 -0.18 -0.52 -0.37
N -1.6192 4.7870 -1.3159 0.63 -1.37 -0.53
C -1.4399 5.0878 0.0522 -0.55 1.26 1.48
C -2.2123 5.5726 -2.2232 -0.56 -1.91 -1.11
O -2.6411 6.6806 -2.1173 -0.22 1.73 0.65
H -2.0895 2.7112 -1.7059 0.15 0.41 0.45
H -0.4535 3.0571 -0.9747 -0.62 0.24 -0.46
H -0.8272 3.3765 -2.6762 0.21 0.21 -0.05
H -2.2663 4.6789 0.6743 0.46 0.03 -0.28
H -0.4819 4.7050 0.3986 0.01 -0.06 0.06
H -1.4479 6.1780 0.1896 -0.01 -0.25 -0.03
H -2.4009 4.9866 -3.1619 0.42 0.26 0.12
C 4.3942 -3.5959 0.1645 -0.17 0.48 0.04
N 4.7879 -2.6299 -0.8745 2.19 0.27 2.44
C 5.9799 -1.8114 -0.5465 -0.29 -0.70 0.18
C 3.9981 -2.2793 -1.8422 -1.45 0.05 -1.01
O 2.8870 -2.7667 -2.0345 0.03 -0.09 -0.28
H 5.1609 -3.5954 0.9526 -0.30 -0.10 -0.39
H 4.3034 -4.5768 -0.2865 -0.13 -0.21 0.09
H 3.4410 -3.2938 0.6368 0.38 -0.20 -0.35
H 6.8877 -2.3754 -0.7321 0.16 -0.28 0.12
H 6.0435 -0.9491 -1.1953 -0.24 0.36 0.05
H 5.9542 -1.5467 0.5275 -0.06 0.14 -0.65
H 4.4164 -1.4929 -2.4784 -0.03 0.19 -0.21
C 1.3454 0.1575 -1.8276 0.81 0.21 0.97
N 0.6229 -0.0787 -0.5600 -0.47 -0.22 -0.95
C 1.2662 -0.7870 0.5610 -0.81 -0.10 -0.77
C -0.7261 0.1421 -0.4961 1.41 0.29 0.82
O -1.4015 -0.0877 0.4918 -0.21 -0.39 0.20
H 0.6643 0.4550 -2.6070 -0.42 0.31 -0.10
H 1.8473 -0.7428 -2.1905 -0.11 -0.04 0.26
H 2.0975 0.9682 -1.6690 -0.62 -0.64 -0.26
H 0.6536 -0.5368 1.4428 0.70 -0.03 -0.26
H 1.1667 -1.8615 0.3814 0.07 -0.13 0.17
H 2.3482 -0.5827 0.6204 -0.55 0.34 0.14
H -1.1602 0.6702 -1.3426 0.14 -0.11 -0.60
C 3.9666 2.5053 2.1273 -0.86 2.24 -0.05
N 3.2022 3.1128 0.9879 -0.47 -2.48 1.47
C 3.6850 4.1575 0.1680 1.25 0.66 0.03
C 2.0795 2.4699 0.6177 -0.01 0.41 -2.13
O 1.4767 2.7205 -0.4415 0.38 0.12 1.41
H 3.2645 2.0139 2.7980 -0.08 -0.21 -0.22
H 4.3107 3.3899 2.6866 0.42 -0.55 0.03
H 4.7891 1.8458 1.8680 0.05 0.05 -0.37
H 4.7388 3.9601 -0.0656 0.01 0.36 0.19
H 3.1633 4.0920 -0.7737 -0.35 0.39 -0.15
H 3.5633 5.1370 0.6749 0.15 -0.37 -0.53
H 1.7956 1.6509 1.2540 -0.22 -0.23 0.41
C -1.9009 3.0903 3.4862 0.28 0.79 0.01
C -0.5634 2.5227 3.3249 -0.15 -0.87 -0.73
N 0.4380 2.0087 3.0755 -0.37 0.47 0.51
H -2.6252 2.7995 2.7243 0.33 -0.38 -0.17
H -1.7849 4.1743 3.3730 -0.17 -0.07 0.28
H -2.3092 2.8477 4.4597 0.06 0.00 0.18
C -0.0868 -3.3938 -1.8644 0.92 0.54 0.15
C -1.0849 -3.5586 -0.7861 3.48 0.43 -3.82
N -1.8277 -3.6395 0.0441 -2.90 -0.34 3.26
H 0.4659 -2.4315 -1.7315 -0.78 -0.58 -0.05
H -0.5490 -3.3845 -2.8653 0.09 -0.17 0.53
H 0.7596 -4.1162 -1.8047 -1.00 0.12 0.01
C 1.9622 -4.3632 -4.8674 0.56 0.16 0.52
C 1.2070 -5.6157 -4.9779 1.26 3.10 0.07
N 0.5448 -6.5176 -5.1086 -1.49 -2.44 -0.21
H 1.6462 -3.5589 -5.5391 -0.33 -0.48 -0.05
H 3.0046 -4.5765 -5.1061 0.04 0.04 0.08
H 1.9366 -3.9494 -3.8436 0.01 -0.35 -0.40
C -4.6749 0.6314 -5.0065 -0.89 1.79 -0.89
C -3.7432 -0.2122 -4.3111 1.30 -1.36 0.82
N -2.9837 -0.9299 -3.8049 -1.01 1.09 -0.58
H -4.2646 1.6670 -5.2011 -0.21 -1.22 0.26
H -5.6324 0.7864 -4.4878 0.48 -0.21 0.27
H -4.9740 0.2083 -5.9733 0.40 -0.06 0.16
C -3.4757 -1.4868 2.7462 -0.50 -1.84 0.31
C -2.6744 -0.7525 3.6959 -1.56 -1.43 -1.94
N -2.0293 -0.1505 4.3936 1.76 1.63 2.08
H -4.3930 -0.9810 2.5289 -0.37 0.71 -0.31
H -3.8321 -2.4656 3.1662 0.65 0.76 -0.14
H -2.9224 -1.7089 1.8370 0.09 0.17 -0.07
```
Forces are in eV/Å.

- Largest force on an atom: 5.2 eV/Å
- HOMO level: -0.3244 Eh
- HOMO-LUMO gap: 9.10 eV
- SMILES: CN(C)C=O.CN(C)C=O.CN(C)C=O.CN(C)C=O.CN(C)C=O.CN(C)C=O.CC#N.CC#N.CC#N.CC#N.CC#N

3.
The following is a DFT calculation (ωB97M-V/def2-TZVPD) of 3 unconnected molecules or ions with the total composition C28H58BrClINO11P2 at a distorted geometry.

XYZ file:
```
103
Properties=species:S:1:pos:R:3:forces:R:3
C 3.0007 -3.2824 1.5964 -0.48 0.35 0.60
C 2.7929 -2.1029 1.6865 -0.12 -0.20 -0.17
C 2.4470 -0.6809 1.8143 0.80 -1.27 -0.27
O 1.4963 -0.4142 0.7902 -0.42 0.47 0.86
C 1.0480 0.8631 0.6019 0.42 0.01 -1.12
Cl 1.9176 1.4666 -0.9113 0.05 0.04 0.04
Br 1.5192 2.1520 1.9916 -0.09 -0.19 0.20
C -0.4547 0.8860 0.2315 -0.48 -0.34 0.07
C -0.8029 -0.2767 -0.7394 -0.68 0.54 -0.07
C -2.3157 -0.5763 -0.7955 0.38 -0.61 -0.28
C -2.7290 -1.7813 0.0701 -0.64 0.61 -0.06
C -3.5383 -2.8391 -0.6732 0.25 -0.95 0.70
C -3.8459 -4.0116 0.2978 -0.20 0.57 0.17
C -5.3158 -4.0026 0.7235 0.80 -0.14 -0.31
O -5.5357 -4.7755 1.8827 -0.42 0.18 -0.11
C -5.3248 -4.0727 3.0840 -0.06 0.06 0.27
N -1.4064 0.9692 1.3312 0.32 -0.14 0.11
I -1.1085 -0.2477 2.9429 0.05 0.03 0.07
C -1.8856 2.3073 1.6438 -0.47 0.51 0.14
O -2.8243 2.3011 2.6760 0.10 -0.21 -0.10
C -4.0378 1.6603 2.3147 -0.54 0.06 -0.12
C -4.9932 2.5213 1.4782 -0.43 -0.66 0.28
C -5.9829 1.5747 0.7804 0.57 -0.04 0.30
H 2.9587 -4.3299 1.7746 0.37 -0.17 -0.41
H 3.3713 -0.1147 1.6942 -0.21 0.40 0.01
H 2.0269 -0.5686 2.8137 -0.12 0.45 -0.06
H -0.5924 1.7943 -0.3580 -0.04 0.18 0.24
H -0.5309 0.0806 -1.7319 0.47 -0.28 0.01
H -0.2839 -1.1977 -0.4910 0.24 0.07 -0.10
H -2.9130 0.3054 -0.5642 0.04 0.04 0.08
H -2.5540 -0.8377 -1.8307 0.05 0.07 -0.05
H -1.8796 -2.2768 0.5411 0.19 0.13 -0.12
H -3.3413 -1.3998 0.8952 0.02 -0.21 0.13
H -4.4787 -2.4310 -1.0503 0.09 0.08 -0.24
H -2.9646 -3.2778 -1.4911 -0.01 0.44 -0.28
H -3.2618 -3.8609 1.2097 0.10 -0.08 -0.01
H -3.5385 -4.9722 -0.1123 -0.19 -0.08 -0.03
H -5.9270 -4.4026 -0.0866 -0.18 -0.05 0.12
H -5.5908 -2.9521 0.8828 -0.24 -0.05 0.12
H -5.5349 -3.0020 2.9869 -0.02 0.00 -0.16
H -6.0201 -4.4653 3.8252 0.09 -0.11 0.06
H -4.3030 -4.1751 3.4616 0.04 -0.07 -0.06
H -2.3767 2.6862 0.7356 0.27 -0.13 -0.23
H -1.1210 3.0317 1.9311 0.13 -0.16 0.15
H -4.5476 1.4122 3.2459 0.14 -0.02 0.10
H -3.8744 0.7103 1.7944 0.37 0.05 -0.02
H -5.5783 3.1224 2.1743 0.25 0.48 -0.17
H -4.4657 3.1431 0.7574 -0.02 0.14 0.06
H -6.2941 0.8297 1.5173 -0.30 0.01 -0.08
H -5.4754 1.0194 -0.0105 -0.14 0.07 -0.17
H -6.8552 2.0950 0.3956 -0.03 -0.05 -0.11
C 2.2503 -3.2903 -3.5682 0.11 0.02 0.04
C 1.7942 -4.1280 -2.3846 0.03 0.04 -0.04
O 1.9967 -5.5244 -2.6039 0.24 0.44 0.00
P 3.5403 -6.1460 -2.5526 -7.67 -3.88 -0.04
O 3.6473 -6.0857 -1.0584 3.78 1.87 -0.50
O 3.2714 -7.7591 -2.6910 0.84 0.18 -0.39
C 3.8251 -8.6963 -1.7647 -0.18 -0.16 0.29
C 2.7977 -9.1018 -0.7271 -0.16 -0.04 -0.02
O 3.6317 -5.9959 -4.1665 2.79 1.61 0.79
C 2.9410 -6.8135 -5.1295 0.11 -0.45 -0.73
C 1.4324 -6.7588 -5.0810 -0.14 0.02 0.38
H 3.3333 -3.3463 -3.6994 -0.01 0.05 0.00
H 1.9808 -2.2436 -3.4183 0.00 0.00 0.04
H 1.7945 -3.6416 -4.4934 -0.04 0.03 0.01
H 2.3088 -3.8156 -1.4707 -0.05 -0.01 0.03
H 0.7238 -3.9879 -2.2279 -0.01 -0.13 0.03
H 4.7217 -8.2951 -1.2941 -0.07 0.13 0.04
H 4.1308 -9.5692 -2.3450 -0.03 0.06 -0.10
H 2.3047 -8.2296 -0.2999 0.14 0.07 0.03
H 3.2666 -9.6681 0.0789 0.00 -0.02 -0.02
H 2.0239 -9.7230 -1.1806 0.01 -0.02 0.00
H 3.2959 -7.8400 -5.0663 0.02 0.01 0.24
H 3.2765 -6.4333 -6.0957 0.12 0.20 0.14
H 1.0372 -7.2461 -4.1922 0.02 0.02 0.02
H 1.0316 -7.2771 -5.9544 0.15 0.00 -0.07
H 1.0701 -5.7328 -5.0868 0.00 -0.01 -0.07
C 3.4693 10.6677 0.3514 -0.15 -0.03 0.11
C 3.2227 9.4759 -0.5557 0.11 0.24 -0.16
O 2.8339 8.3021 0.1682 -0.38 0.44 0.32
P 1.3529 8.2208 0.8107 2.25 -4.79 -0.41
O 0.3728 8.2174 -0.2884 -0.79 2.44 1.00
O 1.3530 6.6743 1.3219 0.16 0.40 0.21
C 0.3015 5.7734 0.9743 -0.11 -0.23 -0.23
C 0.7095 4.8898 -0.1854 0.18 -0.04 -0.04
O 1.5983 8.8494 2.2465 -1.22 1.50 -0.89
C 2.2698 8.1860 3.3321 0.13 -0.03 0.80
C 3.7129 7.8251 3.0712 0.06 -0.14 -0.37
H 2.5460 10.9981 0.8313 0.01 0.03 -0.03
H 3.8712 11.5034 -0.2222 0.00 -0.03 -0.04
H 4.1739 10.4147 1.1432 0.06 0.00 -0.05
H 2.4633 9.7117 -1.3056 -0.02 -0.06 0.02
H 4.1402 9.2164 -1.0820 -0.03 -0.14 0.03
H -0.6176 6.3148 0.7541 0.08 0.12 -0.08
H 0.1075 5.1599 1.8586 0.10 0.06 0.06
H 1.1337 5.4721 -1.0032 -0.17 0.14 0.00
H -0.1499 4.3327 -0.5672 0.01 -0.02 0.02
H 1.4697 4.1769 0.1309 -0.04 0.05 -0.08
H 1.6973 7.3164 3.6477 -0.08 -0.06 -0.27
H 2.2254 8.8968 4.1581 -0.09 0.16 -0.17
H 3.8024 7.0221 2.3417 -0.04 0.01 -0.03
H 4.1712 7.4854 4.0011 -0.08 0.06 0.06
H 4.2746 8.6803 2.6977 0.00 0.03 0.08
```
Forces are in eV/Å.

- Largest force on an atom: 8.6 eV/Å
- HOMO level: -0.3167 Eh
- HOMO-LUMO gap: 7.67 eV
- SMILES: C#CCO[C@](Cl)(Br)[C@@H](CCCCCCOC)N(I)COCCC.CCOP(=O)(OCC)OCC.CCOP(=O)(OCC)OCC